Molecular formula: C5H14N2O
Method: DFT, ωB97M-V/def2-TZVPD

The value obtained for the total energy is -10436.03081 eV. For the HOMO-LUMO gap (alpha / beta), the calculation gives 8.1807 / 8.1798 eV. As for the molar mass: 118.18 Da.

Each line ends with the natural charge from an NBO analysis.
Geometry (Å):
C -0.43 1.86 -0.14  -0.34
C -1.38 -0.06 -0.48  0.61
N -2.26 -0.09 0.56  -0.87
N -0.50 2.06 1.29  -0.88
O -1.64 -0.35 -1.63  -0.62
H -1.98 0.43 1.38  0.42
H -3.24 -0.23 0.34  0.40
H 0.41 1.98 1.73  0.37
H -0.91 2.95 1.55  0.37
H 0.38 2.35 -0.68  0.19
H -1.34 2.20 -0.62  0.20
C 0.93 -1.33 0.16  -0.24
C 0.93 -2.28 -1.01  -0.63
C 1.79 -0.14 0.10  -0.66
H 0.83 -1.79 1.13  0.21
H -0.24 -0.69 0.00  0.15
H 1.88 -2.81 -1.08  0.21
H 2.54 -0.17 -0.69  0.22
H 1.08 0.74 -0.15  0.25
H 0.75 -1.75 -1.94  0.23
H 0.14 -3.03 -0.90  0.22
H 2.24 0.13 1.06  0.21